15
Properties=species:S:1:pos:R:3:mulliken_charge:R:1 method="wB97M-V/def2-TZVPD" e_above_lowest_ev=7.450 homo_energy_ev="-14.3 / -14.1" smiles="CCNN(O)[NH+]=O" molar_mass_g_mol=106.105 lumo_energy_ev="-5.46 / -5.39" charge=+1
C 0.05 -0.04 1.77 -1.285
C -0.62 -0.08 0.41 -0.116
N 0.40 0.05 -0.62 -0.368
N 0.08 -0.06 -1.90 0.741
O -1.15 -0.48 -2.19 -0.393
N 0.88 0.08 -2.91 0.263
O 0.44 -0.15 -4.05 -0.653
H 0.54 0.92 1.95 0.373
H -0.70 -0.18 2.54 0.372
H 0.78 -0.84 1.87 0.379
H -1.13 -1.03 0.26 0.269
H -1.36 0.73 0.32 0.322
H 1.19 0.65 -0.39 0.344
H -1.17 -0.60 -3.19 0.454
H 1.85 0.39 -2.76 0.297

***

51
Properties=species:S:1:pos:R:3:mulliken_charge:R:1 method="wB97M-V/def2-TZVPD" e_above_lowest_ev=0.222 homo_energy_ev=-8.3 smiles="COc1ccc(N(CC(=O)NCCSCc2cccc(Cl)c2)S(C)(=O)=O)cc1Cl" molar_mass_g_mol=477.435 lumo_energy_ev=0.53
C -2.58 7.18 -0.96 -0.880
O -1.74 6.71 0.07 -0.489
C -1.54 5.38 0.19 0.746
C -2.11 4.40 -0.62 -0.818
C -1.85 3.06 -0.41 -0.734
C -1.00 2.64 0.61 0.537
N -0.76 1.28 0.80 0.338
C -0.14 0.81 2.02 -0.477
C -0.51 -0.66 2.22 -0.098
O -1.65 -1.06 2.04 -0.743
N 0.47 -1.44 2.72 -0.134
C 0.29 -2.86 2.86 -0.916
C 0.83 -3.62 1.65 -0.026
S 2.66 -3.50 1.56 -0.202
C 2.88 -2.78 -0.11 -0.648
C 2.32 -3.69 -1.15 0.444
C 2.90 -4.92 -1.42 -0.671
C 2.34 -5.77 -2.36 -0.546
C 1.19 -5.41 -3.04 -0.456
C 0.61 -4.18 -2.76 0.146
Cl -0.83 -3.71 -3.58 -0.250
C 1.17 -3.32 -1.83 -0.290
S -0.55 0.28 -0.54 0.911
C -2.13 -0.53 -0.82 -0.827
O -0.21 1.07 -1.68 -0.706
O 0.41 -0.72 -0.13 -0.658
C -0.41 3.61 1.41 -0.256
C -0.69 4.95 1.21 0.058
Cl 0.04 6.13 2.23 -0.219
H -2.57 8.26 -0.87 0.243
H -3.60 6.81 -0.85 0.346
H -2.19 6.90 -1.95 0.345
H -2.77 4.67 -1.43 0.364
H -2.31 2.33 -1.06 0.158
H 0.95 0.93 2.00 0.410
H -0.56 1.37 2.86 0.542
H 1.42 -1.12 2.67 0.335
H 0.79 -3.19 3.77 0.362
H -0.79 -3.05 2.94 0.398
H 0.44 -3.19 0.73 -0.119
H 0.57 -4.67 1.71 0.485
H 2.38 -1.81 -0.12 0.053
H 3.96 -2.66 -0.21 0.545
H 3.79 -5.22 -0.88 0.386
H 2.80 -6.73 -2.56 0.373
H 0.75 -6.07 -3.76 0.425
H 0.72 -2.36 -1.63 0.665
H -2.44 -0.98 0.12 0.281
H -2.84 0.20 -1.17 0.358
H -1.97 -1.29 -1.58 0.316
H 0.28 3.35 2.20 0.593

***

69
Properties=species:S:1:pos:R:3:lowdin_spin:R:1 method="wB97M-V/def2-TZVPD" e_above_lowest_ev=0.552 homo_energy_ev="-11.2 / -11.5" molar_mass_g_mol=606.656 lumo_energy_ev="-3.43 / -3.56" charge=+1 spin_multiplicity=5
Cr -0.83 -0.50 -0.41 3.762
C 2.97 -2.64 0.50 0.000
C 2.17 -1.47 1.04 0.009
C 2.14 -0.23 0.39 0.013
C 1.47 0.85 0.96 0.012
C 0.80 0.70 2.17 0.012
C 0.79 -0.54 2.80 0.009
C 1.47 -1.61 2.24 0.009
H 3.80 -2.85 1.17 0.000
H 3.35 -2.43 -0.49 0.000
H 2.35 -3.54 0.44 0.000
H 2.68 -0.12 -0.54 0.000
H 1.49 1.82 0.49 0.000
H 0.29 1.55 2.61 0.000
H 0.27 -0.66 3.75 0.000
H 1.47 -2.57 2.74 0.000
S -5.71 5.05 0.00 -0.001
N -5.54 3.77 0.96 -0.001
C -4.44 3.15 0.55 0.000
C -3.89 1.93 1.14 0.000
C -4.44 1.29 2.25 0.011
C -3.83 0.15 2.73 -0.001
C -2.70 -0.34 2.08 0.014
N -2.19 0.26 1.01 0.007
C -2.76 1.39 0.55 0.012
C -2.08 2.07 -0.58 0.010
N -0.95 1.50 -1.03 0.001
C -0.28 2.10 -2.01 0.012
C -0.70 3.29 -2.59 0.000
C -1.87 3.86 -2.14 0.010
C -2.57 3.25 -1.11 0.000
C -3.80 3.79 -0.54 0.000
N -4.42 4.88 -0.95 -0.001
H -5.32 1.69 2.72 0.001
H -4.21 -0.36 3.60 0.000
H -2.19 -1.23 2.41 0.001
H 0.63 1.60 -2.34 0.001
H -0.11 3.74 -3.37 0.000
H -2.24 4.78 -2.57 0.000
C -1.46 -6.84 -1.36 0.000
C -2.82 -6.21 -1.65 0.000
C -2.77 -5.35 -2.92 0.000
C -3.34 -5.44 -0.44 0.000
N -2.46 -4.30 -0.08 0.004
C -2.34 -3.11 -0.63 0.012
N -1.39 -2.47 0.01 0.009
N -0.95 -3.29 1.01 0.009
N -1.60 -4.40 0.96 0.003
H -1.12 -7.41 -2.23 0.000
H -1.50 -7.51 -0.50 0.000
H -0.70 -6.08 -1.16 0.000
H -3.55 -7.00 -1.80 0.000
H -1.94 -4.64 -2.88 0.000
H -3.70 -4.80 -3.08 0.000
H -2.61 -5.98 -3.79 0.000
H -3.36 -6.07 0.44 0.000
H -4.34 -5.04 -0.61 0.000
H -2.88 -2.74 -1.49 0.001
O -2.54 -0.58 -2.70 0.030
C -1.46 -0.97 -3.12 0.011
C -1.16 -1.36 -4.56 0.001
C 0.25 -1.95 -4.47 0.000
C 0.64 -1.79 -3.01 0.006
O 1.68 -2.19 -2.52 0.006
N -0.37 -1.14 -2.32 0.005
H -1.23 -0.48 -5.18 0.000
H -1.91 -2.07 -4.91 0.000
H 0.98 -1.42 -5.09 0.000
H 0.31 -3.00 -4.75 0.000

***

34
Properties=species:S:1:pos:R:3:mulliken_charge:R:1 method="wB97M-V/def2-TZVPD" e_above_lowest_ev=0.357 homo_energy_ev=-5.3 smiles="CNC(=O)[C@@H](C)NC(=O)[C@@H](CC(=O)[O-])NC(C)=O" molar_mass_g_mol=258.254 lumo_energy_ev=3.06 charge=-1
C 0.19 4.06 0.63 -1.048
N 0.56 2.74 0.85 -0.055
C 1.74 2.27 1.28 0.103
O 2.66 3.04 1.57 -0.719
C 1.85 0.75 1.24 0.728
C 2.13 0.07 2.61 -1.249
N 0.68 0.11 0.50 -0.378
C 0.67 0.09 -0.78 0.434
O 1.42 0.77 -1.45 -0.724
C -0.06 -1.16 -1.45 -0.234
C 0.64 -2.39 -0.88 -0.982
C 0.10 -2.84 0.53 0.617
O -0.68 -2.14 1.20 -0.812
O 0.51 -3.94 0.85 -0.755
N -1.49 -1.37 -1.40 0.009
C -2.41 -0.96 -2.25 0.853
C -3.84 -1.29 -1.87 -1.150
O -2.14 -0.30 -3.30 -0.724
H 1.06 4.72 0.69 0.371
H -0.65 4.30 1.33 0.301
H -0.05 4.30 -0.45 0.301
H -0.18 2.10 0.67 0.198
H 2.71 0.59 0.67 0.324
H 3.12 -0.41 2.62 0.325
H 1.71 0.66 3.48 0.327
H 1.54 -0.82 2.84 0.371
H 0.11 -0.54 0.95 0.298
H 0.22 -1.15 -2.43 0.411
H 1.71 -2.29 -0.84 0.373
H 0.55 -3.23 -1.57 0.367
H -1.80 -1.75 -0.56 0.190
H -4.08 -2.33 -1.71 0.315
H -4.50 -0.93 -2.63 0.339
H -3.98 -0.73 -0.93 0.277

***

15
Properties=species:S:1:pos:R:3:mulliken_charge:R:1 method="wB97M-V/def2-TZVPD" homo_energy_ev="-7.5 / -7.9" smiles="C#P=[PH]=P#CC1CC1" molar_mass_g_mol=160.033 lumo_energy_ev="-1.03 / -0.73"
C 2.02 -1.89 0.84 -0.281
P 3.53 -1.54 0.44 -0.103
P 3.45 0.65 -0.49 -0.201
P 1.36 1.20 -0.95 -0.207
C 0.25 0.15 -0.55 -0.083
C -1.16 -0.14 -0.69 0.266
C -1.91 0.16 0.58 -0.583
C -2.09 1.09 -0.57 -0.556
H 1.63 -2.66 1.44 0.341
H 2.98 0.85 0.73 0.064
H -1.46 -1.11 -1.22 0.331
H -1.29 0.51 1.37 0.247
H -2.71 -0.45 0.93 0.287
H -3.03 1.18 -1.16 0.227
H -1.56 1.99 -0.70 0.250

***

94
Properties=species:S:1:pos:R:3:mulliken_charge:R:1 method="wB97M-V/def2-TZVPD" e_above_lowest_ev=0.524 homo_energy_ev=-8.6 molar_mass_g_mol=989.524 lumo_energy_ev=0.18
In -0.19 0.31 -0.04 1.443
C 5.58 1.61 3.96 -1.756
C 4.91 0.31 3.49 1.442
C 5.70 -0.90 4.02 -1.765
C 3.49 0.25 4.02 0.914
C 3.26 0.28 5.39 -0.214
C 1.99 0.23 5.93 -1.608
C 0.90 0.16 5.08 0.141
C 1.08 0.12 3.70 -0.096
P -0.38 0.05 2.63 1.859
C -1.39 1.37 3.39 0.542
C -0.87 2.66 3.33 -0.540
C -1.57 3.72 3.88 -0.608
C -2.79 3.50 4.49 -0.694
C -3.31 2.22 4.56 -0.668
C -2.61 1.15 4.01 -0.378
C -1.18 -1.53 3.00 0.474
C -2.43 -1.79 2.43 -0.631
C -3.03 -3.03 2.61 -0.792
C -2.38 -4.01 3.35 -0.604
C -1.14 -3.76 3.91 -0.764
C -0.54 -2.52 3.73 -0.812
C 2.38 0.17 3.19 -1.092
O 2.48 0.16 1.82 0.136
C 3.72 0.19 1.23 -0.783
C 3.73 0.11 -0.16 0.010
C 4.95 0.11 -0.82 -0.022
C 6.14 0.22 -0.11 -1.641
C 6.09 0.30 1.27 -0.288
C 4.89 0.28 1.97 0.743
P 2.21 -0.10 -1.17 1.724
C 2.66 -1.62 -2.07 1.072
C 2.96 -1.62 -3.42 -0.211
C 3.36 -2.80 -4.04 -0.765
C 3.47 -3.97 -3.31 -0.540
C 3.17 -3.97 -1.95 -0.888
C 2.76 -2.80 -1.33 -0.694
C 2.29 1.25 -2.40 0.106
C 3.12 2.36 -2.27 -0.698
C 3.03 3.40 -3.18 -0.832
C 2.12 3.34 -4.23 -0.619
C 1.29 2.24 -4.36 -0.851
C 1.36 1.20 -3.44 -0.436
H 5.61 1.66 5.05 0.388
H 5.04 2.49 3.59 0.366
H 6.61 1.67 3.60 0.398
H 5.71 -0.90 5.11 0.397
H 6.73 -0.87 3.67 0.403
H 5.25 -1.83 3.67 0.374
H 4.11 0.34 6.06 0.411
H 1.84 0.26 7.00 0.426
H -0.11 0.14 5.48 0.581
H 0.09 2.84 2.84 0.399
H -1.15 4.72 3.83 0.426
H -3.34 4.33 4.92 0.380
H -4.27 2.04 5.04 0.434
H -3.02 0.15 4.08 0.390
H -2.92 -1.05 1.81 0.540
H -3.99 -3.23 2.15 0.408
H -2.85 -4.98 3.47 0.395
H -0.63 -4.53 4.47 0.421
H 0.44 -2.34 4.16 0.327
H 4.98 0.02 -1.90 0.602
H 7.09 0.23 -0.63 0.422
H 7.02 0.37 1.82 0.407
H 2.88 -0.72 -4.01 0.392
H 3.59 -2.80 -5.10 0.428
H 3.77 -4.89 -3.79 0.381
H 3.23 -4.88 -1.37 0.432
H 2.50 -2.80 -0.28 0.400
H 3.82 2.43 -1.46 0.408
H 3.67 4.27 -3.07 0.428
H 2.05 4.16 -4.94 0.409
H 0.57 2.19 -5.16 0.463
H 0.70 0.34 -3.53 0.615
O -1.78 -1.01 -0.43 -0.622
S -0.80 -2.14 -0.91 1.050
O -0.20 -1.57 -2.14 -0.502
O 0.23 -2.09 0.19 -0.508
O -1.46 -3.40 -1.06 -0.790
Br -2.41 2.76 -2.76 -0.147
C -1.90 4.29 -1.79 0.370
C -2.29 5.52 -2.28 -0.646
C -1.99 6.67 -1.56 -0.495
C -1.29 6.58 -0.37 -0.834
C -0.89 5.34 0.10 -0.135
C -1.19 4.18 -0.61 0.135
C -0.76 2.84 -0.10 0.830
O 0.45 2.46 -0.22 -0.652
O -1.63 2.05 0.33 -0.697
H -2.85 5.58 -3.21 0.427
H -2.30 7.64 -1.94 0.392
H -1.05 7.47 0.20 0.393
H -0.34 5.26 1.03 0.461

***

79
Properties=species:S:1:pos:R:3:mulliken_charge:R:1 method="wB97M-V/def2-TZVPD" e_above_lowest_ev=0.854 homo_energy_ev=0.7 molar_mass_g_mol=710.417 lumo_energy_ev=3.03 charge=-2
N 0.60 0.63 -1.17 1.063
H 1.00 0.78 -0.25 0.566
H 1.19 1.05 -1.87 0.168
H -0.34 0.97 -1.04 -0.122
H 0.50 -0.36 -1.34 -0.502
C -0.80 -3.36 -4.17 -1.074
C 0.17 -2.27 -4.15 0.128
O -0.32 -1.00 -3.85 -0.608
H -1.12 -3.77 -3.21 0.033
H -0.38 -4.17 -4.76 0.471
H -1.72 -2.97 -4.61 0.249
H 0.60 -2.08 -5.14 0.326
H 0.93 -2.53 -3.42 -0.336
C 2.61 4.05 -3.83 -1.418
C 2.69 2.84 -2.88 0.044
O 2.03 1.66 -3.37 -0.818
H 3.03 3.97 -4.84 0.304
H 3.08 4.87 -3.30 0.448
H 1.64 4.53 -3.93 0.280
H 2.16 3.03 -1.95 0.025
H 3.71 2.50 -2.69 0.168
C -1.73 3.69 -1.75 -0.234
C -2.55 2.54 -2.35 -0.935
O -1.75 1.39 -2.68 -0.571
H -1.07 4.02 -2.55 0.098
H -1.21 3.30 -0.87 -0.204
H -2.40 4.49 -1.44 0.365
H -3.11 2.91 -3.21 0.327
H -3.40 2.22 -1.75 0.267
Br 2.49 -1.79 -0.99 0.014
C 3.85 -2.22 -2.43 -0.769
C 3.96 -1.17 -3.43 -0.460
Br 5.29 -1.76 -4.82 -0.266
H 3.34 -3.06 -2.88 0.352
H 4.81 -2.59 -2.06 0.481
H 4.22 -0.19 -3.02 0.297
H 3.05 -0.98 -4.00 0.337
C -1.77 -6.24 0.18 -0.496
C -2.90 -5.51 -0.17 -0.495
C -2.74 -4.16 -0.43 -0.345
C -1.53 -3.49 -0.04 -0.096
C -0.49 -4.25 0.55 -0.045
C -0.61 -5.62 0.61 -0.638
N -1.46 -2.03 -0.17 0.819
O -0.60 -1.47 0.47 -0.303
O -2.09 -1.53 -1.08 -0.442
H -1.91 -7.29 0.39 0.314
H -3.78 -6.03 -0.50 0.326
H -3.62 -3.65 -0.78 0.390
H 0.39 -3.71 0.89 0.554
H 0.23 -6.14 1.05 0.373
C -0.01 -2.14 5.11 -0.285
C 0.55 -2.45 3.86 -0.672
C 1.18 -1.44 3.07 0.259
C 1.26 -0.13 3.59 -0.250
C 0.71 0.09 4.87 -0.110
C 0.12 -0.88 5.69 -0.812
N 1.68 0.94 2.66 0.894
O 2.18 2.01 3.05 -0.632
O 1.46 0.76 1.48 -0.682
H -0.56 -2.81 5.76 0.351
H 0.45 -3.48 3.55 0.349
H 1.48 -1.66 2.05 0.345
H 0.83 1.08 5.30 0.476
H -0.27 -0.68 6.68 0.400
C -1.78 5.40 4.54 -0.598
C -1.57 5.45 3.16 -0.361
C -1.47 4.29 2.39 -0.292
C -1.68 3.05 2.97 0.244
C -1.71 2.97 4.36 -0.589
C -1.83 4.12 5.09 -0.364
N -1.51 1.77 2.13 1.128
O -1.36 1.87 0.93 -0.522
O -1.77 0.73 2.68 -0.607
H -1.83 6.32 5.11 0.385
H -1.45 6.39 2.66 0.390
H -1.50 4.40 1.31 0.317
H -1.81 2.00 4.82 0.488
H -1.96 4.01 6.16 0.341

***

16
Properties=species:S:1:pos:R:3:mulliken_charge:R:1 method="wB97M-V/def2-TZVPD" e_above_lowest_ev=0.408 homo_energy_ev=-11.4 smiles=CC.CC molar_mass_g_mol=60.140 lumo_energy_ev=1.16
C -0.73 -0.08 2.33 -0.843
C -1.89 -0.22 1.36 -0.807
H -1.21 -0.13 3.30 0.341
H 0.09 -0.79 2.38 0.300
H -0.48 0.99 2.27 0.233
H -2.63 0.58 1.41 0.303
H -1.67 -0.29 0.27 0.203
H -2.42 -1.17 1.51 0.274
C 1.36 0.45 -2.53 -0.941
C 1.39 -0.17 -1.15 -0.608
H 2.36 0.77 -2.88 0.290
H 0.93 -0.26 -3.24 0.283
H 0.73 1.35 -2.56 0.287
H 2.14 -0.95 -1.07 0.301
H 1.62 0.53 -0.35 0.271
H 0.40 -0.61 -1.06 0.111

***

14
Properties=species:S:1:pos:R:3:mulliken_charge:R:1 method="wB97M-V/def2-TZVPD" e_above_lowest_ev=1.807 homo_energy_ev=-14.7 smiles="C=[N+](C)CN" molar_mass_g_mol=73.119 lumo_energy_ev=-4.70 charge=+1
C -1.01 0.32 -1.51 -0.218
N -0.46 0.04 -0.39 0.104
C -1.26 -0.11 0.83 -0.921
C 1.16 -0.16 -0.33 -0.488
N 1.64 -0.01 0.90 -0.374
H -0.48 0.22 -2.42 0.313
H -2.05 0.65 -1.57 0.312
H -1.63 0.81 1.22 0.386
H -0.66 -0.58 1.66 0.331
H -2.08 -0.83 0.77 0.367
H 1.46 -1.04 -0.93 0.391
H 1.52 0.71 -0.91 0.365
H 1.86 0.84 1.39 0.208
H 1.99 -0.84 1.31 0.224

***

34
Properties=species:S:1:pos:R:3:mulliken_charge:R:1 method="wB97M-V/def2-TZVPD" homo_energy_ev="-15.1 / -15.1" molar_mass_g_mol=376.865 lumo_energy_ev="-8.18 / -8.18" charge=+2
Pd 0.37 -0.18 -0.30 0.214
C 1.90 2.10 1.55 -0.606
C 1.60 1.00 2.55 -0.752
S 0.19 -0.08 2.14 0.016
C -1.30 0.97 2.12 -0.789
C -1.49 2.04 1.03 -0.513
S -1.39 1.43 -0.69 -0.030
C -0.42 2.70 -1.55 -0.626
C 0.93 3.02 -0.93 -0.708
S 1.81 1.57 -0.22 0.029
H 2.91 2.48 1.70 0.500
H 1.21 2.93 1.67 0.355
H 1.46 1.43 3.54 0.440
H 2.43 0.29 2.62 0.419
H -1.37 1.45 3.09 0.547
H -2.10 0.24 2.07 0.426
H -0.79 2.86 1.15 0.248
H -2.49 2.45 1.16 0.513
H -1.01 3.62 -1.65 0.434
H -0.30 2.28 -2.55 0.411
H 0.84 3.75 -0.12 0.435
H 1.60 3.46 -1.68 0.487
C -1.66 -4.93 -1.42 -0.836
O -1.79 -3.62 -0.79 -0.294
C -0.84 -2.75 -0.85 0.853
O -1.03 -1.65 -0.29 -0.448
N 0.30 -3.01 -1.51 0.125
N 1.30 -2.03 -1.55 -0.645
H -2.59 -5.43 -1.19 0.247
H -0.83 -5.47 -0.98 0.384
H -1.56 -4.81 -2.49 0.387
H 0.46 -3.89 -1.98 0.229
H 1.50 -1.79 -2.52 0.273
H 2.15 -2.40 -1.13 0.273